[1]
Entry from OMol25: one molecule with the formula C5H14N2O in a non-equilibrium geometry (ωB97M-V/def2-TZVPD).

```
! wB97M-V def2-TZVPD RIJCOSX def2/J DEFGRID3
* xyz 0 1
O 1.163 -2.503 1.632
N 0.196 0.261 0.318
N -1.832 1.476 -1.793
C -0.605 2.077 -1.179
C 0.521 1.064 -0.916
C 1.450 -1.739 0.437
C 0.032 -1.206 0.016
C -0.720 0.625 1.374
H -1.868 1.460 -2.693
H 2.088 -0.931 0.670
H -0.747 -1.758 0.730
H -1.786 0.436 1.205
H 0.478 0.358 -1.833
H 1.506 1.613 -0.738
H -0.132 -1.360 -1.058
H -1.071 2.393 -0.164
H -0.916 1.673 1.490
H -2.338 0.639 -1.378
H 1.796 -2.198 2.287
H -0.324 0.164 2.296
H -0.406 3.049 -1.776
H 1.795 -2.598 -0.158
*
```

Values from the calculation:
HOMO-LUMO gap (eV): 8.940
Energy above the lowest of the compared OMol25 structures with the same formula, charge and spin (eV): 4.693
HOMO (eV): -8.0
SMILES: CN(CCN)CCO
LUMO energy (eV): 1.0



[2]
Entry from OMol25: one molecule with the formula C5H14N2O in a non-equilibrium geometry (ωB97M-V/def2-TZVPD).

```
! wB97M-V def2-TZVPD RIJCOSX def2/J DEFGRID3
* xyz 0 1
O 0.811 1.601 -1.445
N -1.381 -0.113 1.036
N -1.615 0.048 -1.182
C 0.492 -1.105 -0.429
C 0.312 -2.352 0.428
C -0.604 0.059 -0.155
C 1.175 1.594 0.959
C 0.174 1.402 -0.176
H -2.001 0.692 1.107
H 0.806 1.254 1.931
H 1.524 -0.767 -0.301
H 1.048 -3.113 0.146
H 0.427 -1.397 -1.485
H 2.118 1.076 0.760
H 1.131 2.520 -1.438
H -0.594 2.246 -0.091
H -1.190 0.441 -2.026
H -1.869 -0.906 -1.419
H -1.981 -0.925 0.928
H 1.427 2.655 1.054
H 0.475 -2.124 1.487
H -0.684 -2.787 0.312
*
```

Values from the calculation:
HOMO-LUMO gap (eV): 9.879
Energy above the lowest of the compared OMol25 structures with the same formula, charge and spin (eV): 1.573
HOMO (eV): -9.0
SMILES: CCC(N)(N)[C@@H](C)O
LUMO energy (eV): 0.9



Among the records above, which one has the highest energy above the lowest of the compared OMol25 structures with the same formula, charge and spin?
number 1